{
  "formula": "C70H56BrClIKN5PS3",
  "method": "wB97M-V/def2-TZVPD",
  "species": ["K", "N", "S", "N", "S", "N", "S", "N", "C", "C", "C", "C", "C", "C", "C", "C", "C", "C", "C", "C", "C", "C", "C", "C", "C", "C", "C", "C", "C", "C", "C", "C", "C", "C", "C", "C", "C", "C", "C", "C", "C", "C", "C", "C", "H", "H", "H", "H", "H", "H", "H", "H", "H", "H", "H", "H", "H", "H", "H", "H", "H", "H", "H", "H", "H", "H", "H", "H", "H", "H", "H", "H", "H", "H", "C", "C", "C", "C", "C", "Br", "N", "C", "H", "H", "H", "H", "H", "H", "Cl", "C", "C", "C", "C", "C", "C", "P", "C", "C", "C", "C", "C", "C", "C", "C", "C", "C", "C", "C", "H", "H", "H", "H", "H", "H", "H", "H", "H", "H", "H", "H", "H", "H", "I", "C", "C", "C", "C", "C", "C", "C", "C", "C", "C", "H", "H", "H", "H", "H", "H"],
  "positions_angstrom": [[-0.322, -0.090, 0.142], [-0.918, 2.229, -0.671], [-1.765, 3.355, -0.979], [-1.536, 4.811, -0.182], [-1.311, 4.980, 1.324], [-1.054, 3.862, 2.318], [0.186, 2.777, 2.692], [0.060, 1.378, 2.368], [1.648, 3.587, 2.026], [2.557, 4.319, 2.777], [3.714, 4.787, 2.165], [3.960, 4.512, 0.828], [3.049, 3.767, 0.092], [1.891, 3.294, 0.688], [0.190, 3.145, 4.455], [0.243, 2.032, 5.273], [0.190, 2.200, 6.651], [0.103, 3.471, 7.194], [0.061, 4.587, 6.363], [0.094, 4.426, 4.988], [-2.763, 5.765, 1.997], [-3.173, 5.488, 3.291], [-4.314, 6.114, 3.775], [-5.019, 6.996, 2.970], [-4.595, 7.261, 1.674], [-3.459, 6.642, 1.177], [-0.079, 6.266, 1.403], [0.849, 6.369, 0.380], [1.874, 7.296, 0.500], [1.946, 8.117, 1.616], [0.993, 8.021, 2.622], [-0.027, 7.088, 2.522], [-1.636, 4.046, -2.628], [-0.886, 3.295, -3.514], [-0.736, 3.749, -4.820], [-1.338, 4.932, -5.213], [-2.095, 5.675, -4.310], [-2.247, 5.233, -3.008], [-3.528, 3.100, -0.782], [-4.017, 2.950, 0.508], [-5.346, 2.605, 0.694], [-6.170, 2.390, -0.403], [-5.664, 2.513, -1.689], [-4.337, 2.868, -1.886], [2.390, 4.511, 3.825], [4.431, 5.356, 2.743], [4.871, 4.868, 0.363], [3.245, 3.539, -0.948], [1.168, 2.711, 0.128], [0.321, 1.054, 4.814], [0.226, 1.333, 7.297], [0.065, 3.598, 8.268], [-0.008, 5.579, 6.790], [0.044, 5.284, 4.335], [-2.616, 4.780, 3.890], [-4.654, 5.903, 4.781], [-5.911, 7.476, 3.351], [-5.154, 7.942, 1.047], [-3.119, 6.820, 0.166], [0.762, 5.731, -0.488], [2.613, 7.378, -0.285], [2.744, 8.843, 1.699], [1.041, 8.675, 3.482], [-0.782, 7.016, 3.294], [-0.449, 2.364, -3.175], [-0.159, 3.167, -5.527], [-1.226, 5.280, -6.232], [-2.566, 6.596, -4.627], [-2.835, 5.795, -2.294], [-3.359, 3.055, 1.362], [-5.730, 2.479, 1.698], [-7.205, 2.111, -0.254], [-6.298, 2.322, -2.545], [-3.938, 2.945, -2.888], [-4.752, -4.086, -1.883], [-4.505, -3.172, -0.718], [-5.513, -2.779, 0.153], [-5.240, -1.887, 1.179], [-3.938, -1.429, 1.271], [-3.475, -0.190, 2.656], [-2.962, -1.781, 0.473], [-3.236, -2.644, -0.507], [-5.561, -4.787, -1.675], [-3.854, -4.650, -2.132], [-5.025, -3.506, -2.767], [-6.519, -3.166, 0.031], [-5.998, -1.560, 1.876], [-2.392, -2.868, -1.157], [3.388, -1.543, -0.901], [4.495, -1.913, 0.382], [5.718, -2.471, 0.036], [6.622, -2.806, 1.029], [6.301, -2.584, 2.361], [5.078, -2.026, 2.690], [4.144, -1.681, 1.713], [2.530, -0.881, 2.101], [2.913, -0.218, 3.765], [2.675, -0.887, 4.962], [3.032, -0.309, 6.174], [3.632, 0.942, 6.202], [3.858, 1.623, 5.013], [3.492, 1.050, 3.806], [1.458, -2.318, 2.469], [0.138, -2.040, 2.837], [-0.773, -3.068, 3.018], [-0.381, -4.387, 2.825], [0.923, -4.671, 2.450], [1.840, -3.642, 2.273], [5.946, -2.638, -1.007], [7.576, -3.239, 0.760], [7.004, -2.843, 3.142], [4.837, -1.850, 3.731], [2.216, -1.868, 4.947], [2.849, -0.843, 7.099], [3.911, 1.390, 7.147], [4.314, 2.606, 5.028], [3.654, 1.589, 2.878], [-0.179, -1.008, 2.961], [-1.795, -2.836, 3.292], [-1.097, -5.189, 2.953], [1.229, -5.695, 2.282], [2.851, -3.876, 1.968], [-2.703, -0.188, -3.125], [-1.140, -1.021, -4.265], [-1.083, -0.691, -5.589], [-0.111, -1.305, -6.408], [0.721, -2.249, -5.882], [0.649, -2.605, -4.511], [1.469, -3.634, -3.987], [1.372, -3.964, -2.667], [0.505, -3.240, -1.812], [-0.322, -2.209, -2.220], [-0.266, -1.951, -3.632], [-1.787, 0.013, -6.012], [-0.053, -1.040, -7.457], [1.445, -2.754, -6.512], [2.153, -4.151, -4.651], [1.985, -4.764, -2.265], [0.530, -3.519, -0.756]],
  "orbital_gap_ev": 5.42,
  "total_charge": 0,
  "e_homo_ev": -5.5148,
  "relative_energy_ev": 0.709
}